{
  "formula": "C3H11NO4",
  "method": "ωB97M-V/def2-TZVPD",
  "de_lowest_kj_mol": 942.8,
  "homo_energy_ha": -0.342,
  "symbols": ["C", "N", "C", "O", "O", "C", "H", "H", "H", "H", "H", "H", "H", "H", "H", "O", "H", "H", "O"],
  "positions_angstrom": [[0.20, 0.96, -0.37], [0.51, -0.39, -0.93], [1.18, -1.22, 0.09], [2.42, -0.78, 0.34], [0.46, -1.02, 1.34], [1.41, 1.76, 0.25], [-0.31, 1.48, -1.28], [-0.41, 0.78, 0.48], [1.13, -0.28, -1.74], [0.88, -2.27, -0.17], [2.21, 1.72, -0.51], [1.93, 1.23, 1.19], [1.09, 2.73, 0.40], [-0.40, -1.49, 1.22], [-2.24, -0.58, 0.06], [-2.57, 0.57, 0.00], [-2.10, -2.20, -0.64], [-3.50, 0.68, 0.15], [-1.88, -1.68, 0.14]]
}